(1)
{"formula": "C23H22BCl5IN8Tl", "method": "wB97M-V/def2-TZVPD", "species": ["Tl", "C", "C", "C", "C", "N", "N", "B", "N", "C", "C", "C", "C", "N", "N", "C", "C", "C", "C", "N", "N", "C", "C", "C", "C", "N", "H", "H", "H", "H", "H", "H", "H", "H", "H", "H", "H", "H", "H", "H", "H", "H", "H", "H", "H", "H", "Cl", "C", "C", "C", "Cl", "C", "Cl", "C", "Cl", "C", "Cl", "I", "C", "H", "H"], "xyz": [[0.76191, -0.21472, 0.23559], [2.41364, -3.23567, -1.16731], [0.98957, -3.18747, -1.61518], [0.28314, -4.11537, -2.39432], [-0.97726, -3.57733, -2.50460], [-1.01618, -2.41278, -1.82870], [0.20833, -2.16968, -1.28870], [-2.29954, -1.53535, -1.66786], [-2.81406, -1.55707, -0.18896], [-3.94060, -1.08134, 0.40958], [-3.59990, -0.72631, 1.69238], [-2.19606, -0.91387, 1.78758], [-1.73331, -1.34959, 4.34911], [-1.79504, -1.48357, 0.65872], [-1.94905, -0.08298, -2.06893], [-2.51624, 0.68228, -3.01966], [-1.93560, 1.92798, -2.98643], [-0.98535, 1.84885, -1.95979], [-0.06563, 2.91879, -1.47255], [-0.98813, 0.63574, -1.42242], [-3.41884, -2.16211, -2.51051], [-4.26007, -3.13096, -2.08125], [-4.99745, -3.56051, -3.15767], [-4.52505, -2.78829, -4.23755], [-4.95060, -2.83274, -5.67072], [-3.57376, -1.95953, -3.84122], [2.65403, -4.21142, -0.74436], [3.09313, -3.04503, -1.99995], [2.60280, -2.48057, -0.40405], [0.64640, -5.03478, -2.82025], [-1.84808, -3.94390, -3.02125], [-4.88463, -1.04482, -0.10822], [-4.25134, -0.30526, 2.44186], [-0.14331, -0.81004, 1.90374], [-0.53087, 0.38899, 2.09142], [-0.52322, -1.80826, 2.88176], [-3.28273, 0.27616, -3.65390], [-2.15870, 2.77428, -3.61316], [0.49959, 3.34810, -2.30062], [-0.62890, 3.71945, -0.99030], [0.64214, 2.52746, -0.74431], [-4.26298, -3.44620, -1.05195], [-5.76474, -4.31626, -3.16786], [-5.90374, -3.35060, -5.77449], [-5.05618, -1.82560, -6.07302], [-4.21334, -3.35671, -6.28149], [-1.01669, -0.43346, 3.12106], [0.40832, -0.10012, 3.94270], [-1.63967, 1.03048, 3.55436], [-1.75400, 2.28534, 4.02446], [-1.54582, 3.54541, 2.75682], [-0.64176, 2.51611, 5.06885], [-1.09079, 3.90879, 6.05089], [0.54580, 1.92590, 5.28858], [1.59569, 2.65953, 6.48422], [1.19486, 0.63049, 4.68481], [2.71521, 0.08400, 5.30594], [2.51295, 0.29254, -3.08054], [2.54856, 0.49853, -0.98102], [2.73002, 1.55022, -0.77614], [3.40966, -0.07803, -0.65000]], "charge": -1, "multiplicity": 2, "orbital_gap_ev": [6.17, 5.80], "s_squared": 1.01, "total_energy_ha": -4122.86064}


(2)
{"formula": "C23H22BF4N5O3OsS", "method": "wB97M-V/def2-TZVPD", "species": ["Os", "C", "N", "C", "C", "N", "C", "C", "C", "C", "C", "C", "N", "C", "N", "C", "C", "C", "C", "C", "C", "N", "H", "H", "H", "H", "H", "H", "H", "H", "H", "H", "H", "H", "H", "H", "H", "F", "B", "F", "F", "F", "C", "C", "C", "C", "C", "C", "C", "S", "O", "O", "O", "H", "H", "H", "H", "H", "H", "H"], "xyz": [[-0.45308, -0.65967, -0.86712], [-2.45565, -2.79951, -0.17566], [-2.34431, -1.33146, -0.40210], [-3.42833, -0.84748, -1.30749], [-2.94855, 0.43119, -1.88417], [-1.63832, 0.60926, -1.92600], [-1.40865, 1.81582, -2.63302], [-0.23515, 2.47286, -2.97650], [-0.37757, 3.65165, -3.67816], [-1.64156, 4.16794, -4.01596], [-2.80830, 3.52176, -3.66748], [-2.65329, 2.33109, -2.97021], [-3.60237, 1.41923, -2.47537], [-1.09392, -3.28495, 0.12744], [-0.07636, -2.58370, -0.31649], [1.09611, -3.31147, 0.01365], [2.44311, -3.07248, -0.23392], [3.33048, -4.02820, 0.20504], [2.90359, -5.19101, 0.87601], [1.57311, -5.43410, 1.12076], [0.68452, -4.46350, 0.66828], [-0.71164, -4.40793, 0.72502], [-2.80136, -3.25683, -1.10305], [-3.18021, -3.02568, 0.60601], [-2.36337, -0.81469, 0.48769], [-4.37677, -0.75268, -0.77954], [-3.55356, -1.58223, -2.10301], [0.74068, 2.08530, -2.72382], [0.50717, 4.19398, -3.98346], [-1.69857, 5.09865, -4.56467], [-3.78036, 3.92150, -3.92442], [-4.60289, 1.47902, -2.59199], [2.78292, -2.18583, -0.74432], [4.38790, -3.88747, 0.02536], [3.64151, -5.91220, 1.20069], [1.23920, -6.32819, 1.62977], [-1.32242, -5.09434, 1.13890], [0.01326, -1.38838, -2.61599], [1.93110, -0.59324, -3.05995], [1.65307, 0.18971, -4.07545], [1.86242, -0.04587, -1.80617], [2.64457, -1.68312, -3.19365], [2.31394, 4.56250, 4.72915], [1.77000, 3.38394, 3.97116], [2.35935, 2.12508, 4.08239], [1.85543, 1.03916, 3.39514], [0.74272, 1.23293, 2.57460], [0.13337, 2.47906, 2.43109], [0.65505, 3.53813, 3.14562], [0.15204, -0.13930, 1.74538], [-0.17555, -1.20855, 2.62007], [1.02067, -0.55855, 0.54108], [-1.03435, 0.32729, 0.88585], [3.19474, 4.29428, 5.30802], [1.56155, 4.95678, 5.41383], [2.58484, 5.36665, 4.04379], [3.22136, 1.99136, 4.72317], [2.31046, 0.06187, 3.50616], [-0.73015, 2.61386, 1.79637], [0.18637, 4.51075, 3.06167]], "charge": 2, "orbital_gap_ev": 6.81, "total_energy_ha": -2302.04564}


(3)
{"formula": "C23H22BrFMoN3O5SbSe4", "method": "wB97M-V/def2-TZVPD", "species": ["Mo", "C", "C", "N", "C", "C", "C", "O", "O", "C", "O", "C", "C", "C", "F", "C", "C", "C", "N", "C", "C", "N", "C", "C", "H", "H", "H", "H", "H", "H", "H", "H", "H", "H", "H", "H", "H", "H", "H", "H", "H", "H", "Se", "Sb", "Se", "Se", "Se", "Br", "C", "C", "C", "C", "C", "C", "C", "O", "O", "H", "H", "H", "H"], "xyz": [[-0.25457, -0.91951, -2.60291], [2.51326, 3.74488, 1.35421], [3.35142, 2.50786, 1.63706], [2.72016, 1.29182, 1.10622], [2.99180, 0.94593, -0.16284], [2.30807, -0.00780, -0.86399], [2.66507, -0.21752, -2.31829], [3.74647, 0.17327, -2.70978], [1.77187, -0.81711, -3.03534], [1.28045, -0.69936, -0.20481], [0.41607, -1.46260, -0.79509], [1.12582, -0.48753, 1.20169], [0.19764, -1.23462, 1.93664], [-0.16590, -0.83768, 3.17944], [-1.02332, -1.62397, 3.86728], [0.26052, 0.39723, 3.73474], [1.28851, 1.04375, 3.06356], [1.74651, 0.60590, 1.81311], [-0.34478, 0.96926, 4.86835], [-1.76452, 0.67199, 5.12040], [-2.63132, 1.17067, 3.97902], [-2.34983, 2.60623, 3.62166], [-0.95879, 3.13595, 3.86995], [-0.21372, 2.42056, 4.99104], [2.98920, 4.62639, 1.78409], [1.50620, 3.64926, 1.75952], [2.40766, 3.89510, 0.27995], [3.54005, 2.36377, 2.70022], [4.32456, 2.58917, 1.15637], [3.77796, 1.49617, -0.66388], [-0.26993, -2.10300, 1.49442], [1.68390, 1.95995, 3.47023], [-2.02435, 1.16331, 6.05824], [-1.93935, -0.38649, 5.25699], [-3.69228, 1.09683, 4.21001], [-2.43463, 0.60937, 3.06367], [-3.03859, 3.21605, 4.05198], [-2.44393, 2.62912, 2.54819], [-1.04378, 4.20613, 4.05112], [-0.44357, 3.00097, 2.92032], [-0.60477, 2.69164, 5.97134], [0.82672, 2.73814, 4.98193], [-1.38164, 1.92051, 0.79284], [-2.50368, 1.47751, -1.36965], [-2.72158, -0.97926, -1.79732], [-0.37257, 1.50825, -2.76810], [-4.29521, 2.93793, -1.89161], [0.09922, -5.97769, -3.68114], [-0.44373, -5.12417, -5.27818], [-0.64501, -5.94772, -6.37714], [-1.03250, -5.40933, -7.59206], [-1.21994, -4.04073, -7.72391], [-1.01716, -3.22209, -6.63105], [-0.63021, -3.74595, -5.39526], [-0.46416, -2.77278, -4.29322], [-0.34279, -3.07625, -3.08105], [-0.46749, -1.52061, -4.57361], [-0.49527, -7.01266, -6.27046], [-1.18927, -6.06664, -8.43745], [-1.52086, -3.61518, -8.67129], [-1.15412, -2.15264, -6.70633]], "charge": 0, "multiplicity": 3, "orbital_gap_ev": [6.33, 6.40], "s_squared": 2.02, "total_energy_ha": -14018.33105}


(4)
{"formula": "C23H22ClMnN3O7Si", "method": "wB97M-V/def2-TZVPD", "species": ["Mn", "O", "C", "C", "C", "N", "C", "C", "C", "O", "O", "C", "O", "O", "H", "H", "H", "C", "C", "C", "C", "C", "C", "N", "N", "Si", "C", "C", "C", "H", "H", "H", "H", "H", "H", "H", "H", "H", "H", "H", "H", "H", "H", "H", "Cl", "C", "C", "C", "C", "C", "C", "C", "O", "O", "H", "H", "H", "H"], "xyz": [[-0.07671, 1.53954, 0.58346], [6.05619, 0.77434, 1.59026], [4.73959, 1.15354, 1.48596], [3.80559, 0.77484, 2.44516], [2.48479, 1.15054, 2.27936], [2.07279, 1.84184, 1.21886], [2.97439, 2.24564, 0.32146], [4.32099, 1.93394, 0.41616], [2.36069, 2.98454, -0.87844], [3.05949, 3.77754, -1.50774], [1.16659, 2.64664, -1.10054], [1.36689, 0.77554, 3.26826], [1.69719, 0.31334, 4.36276], [0.20879, 0.99184, 2.83496], [6.12009, 0.17924, 2.34676], [4.07949, 0.20384, 3.32036], [5.01149, 2.28734, -0.33434], [-3.72761, 0.63084, 1.84766], [-2.85431, -0.51566, 1.43416], [-3.23391, -1.82956, 1.68686], [-2.37061, -2.84886, 1.29416], [-1.19221, -2.54046, 0.66346], [-0.86911, -1.18256, 0.42196], [-1.72661, -0.21016, 0.81946], [0.22029, -0.71676, -0.18974], [1.48579, -1.64216, -0.84874], [2.50009, -2.57186, 0.49776], [2.64219, -0.45786, -1.78704], [0.93349, -2.95956, -2.15594], [-4.69631, 0.57624, 1.35036], [-3.23021, 1.56064, 1.58296], [-3.88541, 0.61104, 2.92546], [-4.16921, -2.04326, 2.18516], [-2.62401, -3.88576, 1.48916], [-0.49901, -3.30946, 0.36286], [2.68389, -1.88256, 1.31746], [3.46149, -2.92826, 0.13656], [1.96169, -3.42306, 0.90816], [3.61289, -0.37716, -1.31104], [2.20239, 0.53274, -1.79934], [2.80309, -0.76336, -2.81734], [-0.00311, -3.44216, -1.89264], [1.68239, -3.73806, -2.27914], [0.78699, -2.49106, -3.12484], [-3.96531, -1.82856, -3.58524], [-3.52971, -0.36326, -2.75284], [-2.19381, -0.04296, -2.59844], [-1.85581, 1.11614, -1.91774], [-2.85661, 1.94724, -1.41914], [-4.18871, 1.61614, -1.62074], [-4.53871, 0.45304, -2.27924], [-2.55511, 3.14944, -0.51294], [-3.30581, 4.12124, -0.57424], [-1.60121, 2.98204, 0.29296], [-1.42491, -0.69926, -2.97764], [-0.80541, 1.37734, -1.79144], [-4.94941, 2.28064, -1.23834], [-5.57311, 0.16504, -2.39574]], "charge": -2, "multiplicity": 6, "orbital_gap_ev": [6.53, 6.57], "s_squared": 8.75, "total_energy_ha": -3481.62832}


(5)
{"formula": "C23H22ClNPSSm", "method": "wB97M-V/def2-TZVPD", "species": ["Sm", "Cl", "P", "C", "C", "C", "C", "C", "C", "C", "C", "C", "C", "C", "C", "C", "C", "C", "C", "C", "C", "H", "H", "H", "H", "H", "H", "H", "H", "H", "H", "H", "H", "H", "H", "H", "H", "H", "S", "C", "N", "C", "C", "C", "C", "H", "H", "H", "H", "H"], "xyz": [[0.25543, 0.19785, 0.49342], [2.87541, -0.49919, 0.25977], [-0.01405, -0.02550, -2.35637], [-0.67498, 1.53837, -3.13240], [-1.89569, 1.56001, -3.82367], [-2.36278, 2.76066, -4.37416], [-1.64831, 3.94205, -4.13267], [-0.49369, 3.95483, -3.32832], [-0.03096, 2.74858, -2.79794], [1.63744, -0.23069, -3.19758], [2.35545, -1.39993, -2.89440], [3.64041, -1.58664, -3.39086], [4.22910, -0.57127, -4.17200], [3.55619, 0.63676, -4.40631], [2.27287, 0.81644, -3.88072], [-0.97504, -1.39160, -3.15984], [-1.55170, -2.37080, -2.33092], [-2.36394, -3.36221, -2.88141], [-2.54982, -3.37119, -4.28048], [-1.95093, -2.42709, -5.12400], [-1.14996, -1.42804, -4.55171], [1.91856, -2.15900, -2.22683], [4.17858, -2.51824, -3.18845], [5.21793, -0.72737, -4.60714], [4.00207, 1.43990, -5.01577], [1.75594, 1.76824, -4.05532], [-2.45134, 0.62499, -4.00167], [-3.26771, 2.73511, -4.99825], [-2.01182, 4.87170, -4.56471], [0.06169, 4.88124, -3.15783], [0.87990, 2.74094, -2.16599], [-1.41164, -2.31424, -1.23144], [-2.84843, -4.10932, -2.24229], [-3.17076, -4.14493, -4.71924], [-2.10194, -2.42108, -6.21588], [-0.69268, -0.64561, -5.17349], [-1.43556, 0.97932, -0.05871], [-1.60342, -0.23177, 0.04126], [-0.30456, -1.76753, 2.52906], [-0.32524, -0.31425, 3.41141], [-1.43079, -0.17870, 4.18998], [-1.64953, 0.74756, 5.15822], [-0.65199, 1.73742, 5.38196], [0.49131, 1.68375, 4.56296], [0.66338, 0.71981, 3.55673], [-2.14695, -0.89808, 4.04304], [-2.57088, 0.65958, 5.70551], [-0.81889, 2.47132, 6.16238], [1.27008, 2.45403, 4.74710], [1.57387, 0.64567, 2.95853]], "charge": 2, "multiplicity": 6, "orbital_gap_ev": [4.14, 4.55], "s_squared": 8.82, "total_energy_ha": -2801.41670}


(6)
{"formula": "C23H22CsN3O3Te", "method": "wB97M-V/def2-TZVPD", "species": ["Cs", "O", "C", "C", "C", "C", "C", "C", "C", "N", "N", "C", "O", "C", "C", "C", "C", "C", "C", "H", "H", "H", "H", "H", "H", "H", "H", "H", "H", "C", "N", "C", "C", "O", "H", "H", "H", "H", "H", "H", "H", "Te", "C", "C", "C", "C", "C", "C", "H", "H", "H", "H", "H"], "xyz": [[0.30847, -0.21542, 0.64664], [-1.41702, -1.73700, 1.43616], [-1.94880, -2.24398, 2.48767], [-3.25971, -2.83525, 2.44204], [-3.88161, -3.37263, 3.55201], [-3.24590, -3.36829, 4.80801], [-1.98123, -2.80591, 4.88238], [-1.31266, -2.25198, 3.78188], [0.02681, -1.68162, 4.05373], [0.80544, -1.15269, 3.20262], [1.99986, -0.67297, 3.73992], [2.73396, -0.04007, 2.85038], [2.50604, 0.17122, 1.61471], [4.02594, 0.52790, 3.44796], [4.86135, 1.31328, 2.65449], [6.03909, 1.85825, 3.17618], [6.39448, 1.61859, 4.49995], [5.56592, 0.83258, 5.29589], [4.39208, 0.29448, 4.77385], [-3.74864, -2.83371, 1.47310], [-4.87332, -3.79994, 3.45189], [-3.72401, -3.78315, 5.68272], [-1.46697, -2.78408, 5.84079], [0.34981, -1.71830, 5.09207], [4.55704, 1.48382, 1.62640], [6.67647, 2.47289, 2.54619], [7.30475, 2.04058, 4.90843], [5.83282, 0.64139, 6.32928], [3.73294, -0.31305, 5.38110], [-3.95048, 3.37553, -2.18652], [-2.93574, 3.79385, -1.22209], [-3.36748, 4.56710, -0.07436], [-1.67253, 3.24345, -1.24124], [-0.82463, 3.44193, -0.38046], [-4.58035, 4.22745, -2.44129], [-4.59193, 2.57852, -1.79400], [-3.48198, 3.02030, -3.10294], [-4.02610, 5.37365, -0.40689], [-2.49874, 4.98449, 0.42284], [-3.91110, 3.95082, 0.65077], [-1.48077, 2.61661, -2.12201], [-2.20228, 1.42826, -4.75756], [-1.20836, 0.82845, -6.53375], [-1.58795, 1.31646, -7.80061], [-0.90719, 0.94494, -8.96859], [0.17101, 0.06992, -8.91822], [0.55564, -0.43472, -7.68231], [-0.12008, -0.06637, -6.51011], [-2.42686, 1.99975, -7.86210], [-1.22470, 1.34686, -9.91792], [0.70236, -0.21069, -9.82196], [1.38892, -1.11954, -7.62144], [0.19856, -0.47083, -5.55721]], "charge": -2, "orbital_gap_ev": 5.67, "total_energy_ha": -1567.82853}